DFT (ωB97M-V/def2-TZVPD) results for a structure of composition C29H29InN7O4SSe.

Properties
- frontier orbital gap (eV) = 7.5
- electronic energy (eV) = -130521.1142
- LUMO (eV) = 2.3
- ΔE to the lowest compared entry with this formula, charge and spin (kcal per mole) = 1.8

```
! wB97M-V def2-TZVPD RIJCOSX def2/J DEFGRID3
* xyz -1 1
In 1.7835 -0.8133 -1.5815
N 6.2375 -1.6282 -2.6170
C 4.8947 -1.5790 -2.3670
S 4.1877 -0.0178 -2.2224
N 4.3470 -2.7827 -2.2746
N 3.0258 -2.7662 -2.0205
C 2.3699 -3.8480 -2.1129
C 0.9034 -3.7904 -2.0617
C 0.1446 -4.8914 -2.4131
C -1.2299 -4.7511 -2.5482
C -1.8088 -3.5156 -2.3390
C -0.9900 -2.4628 -1.9621
N 0.3229 -2.6075 -1.7903
H 6.6523 -0.7853 -2.9651
H 6.5966 -2.5072 -2.9567
H 2.8577 -4.7784 -2.3783
H 0.6379 -5.8344 -2.6165
H -1.8349 -5.5982 -2.8466
H -2.8662 -3.3438 -2.4902
H -1.3887 -1.4747 -1.8093
C -3.3983 3.6330 2.1766
C -3.0149 2.5338 3.1352
C -3.5728 2.4573 4.4037
C -3.2411 1.4393 5.2922
C -2.3529 0.4586 4.8829
C -1.7879 0.5042 3.6148
C -2.0857 1.5542 2.7421
N -1.5467 1.6668 1.4588
C -0.4630 1.0002 0.8623
N 0.5594 0.7791 1.7394
C 1.7848 0.0515 1.6985
C 2.2515 -0.7098 0.6148
C 3.4424 -1.4250 0.8523
C 4.1504 -1.3789 2.0423
C 3.6941 -0.5566 3.0591
C 2.5200 0.1611 2.9054
C 2.0649 1.0598 4.0387
N -0.4466 0.7391 -0.3893
C -1.5965 1.1169 -1.1281
C -2.6880 0.2561 -1.2372
C -3.8048 0.6062 -1.9850
C -3.8454 1.8354 -2.6231
C -2.7759 2.7109 -2.4838
C -1.6475 2.3831 -1.7338
C -0.5135 3.3598 -1.5594
H -4.0901 4.3281 2.6504
H -3.8901 3.2312 1.2832
H -2.5233 4.1975 1.8391
H -4.2848 3.2205 4.7034
H -3.6785 1.4109 6.2841
H -2.1049 -0.3645 5.5427
H -1.1392 -0.2992 3.2904
H -2.1262 2.1323 0.7826
H 0.4028 1.2344 2.6158
H 3.8502 -2.0549 0.0738
H 5.0641 -1.9525 2.1596
H 4.2514 -0.4623 3.9864
H 2.8374 1.1012 4.8050
H 1.1486 0.7015 4.5212
H 1.8864 2.0881 3.7039
H -2.6468 -0.7001 -0.7294
H -4.6338 -0.0863 -2.0715
H -4.7043 2.1137 -3.2234
H -2.8066 3.6779 -2.9773
H -0.7231 4.2899 -2.0888
H 0.4055 2.9272 -1.9546
H -0.3431 3.5903 -0.5030
O 1.7062 -1.3956 -3.9724
Se 0.6405 -0.1567 -4.2300
O -0.8877 -0.7062 -4.3054
O 0.8192 0.6573 -2.7397
O 1.0413 0.8161 -5.4528
*
```


DFT (ωB97M-V/def2-TZVPD) results for a structure of composition C29H29IrN7O2S at a distorted geometry.

Properties
- frontier orbital gap (spin up / spin down) (eV) = 7.0 / 5.7
- expectation value of S² = 0.77
- electronic energy (eV) = -58737.4215
- LUMO (spin up / spin down) (eV) = -1.1 / -2.2
- ΔE to the lowest compared entry with this formula, charge and spin (kcal per mole) = 0.0

```
! wB97M-V def2-TZVPD RIJCOSX def2/J DEFGRID3
* xyz 0 2
Ir -0.0283 -0.7345 0.0828
C 2.6884 -0.6918 5.6474
C 3.0289 -0.9406 4.3233
C 2.0583 -1.0087 3.3510
C 0.7011 -0.8296 3.6841
C 0.3655 -0.5818 5.0354
C 1.3527 -0.5149 5.9899
N -0.2249 -0.9044 2.7181
N -1.4838 -0.8556 2.9148
C -2.3934 -0.8163 1.9431
C -3.7517 -0.8012 2.3054
C -4.7305 -0.7481 1.3436
C -4.3823 -0.7032 0.0011
C -3.0418 -0.7065 -0.3683
C -2.0141 -0.7592 0.5605
H 3.4579 -0.6420 6.4015
H 4.0685 -1.0845 4.0668
H 2.3119 -1.1954 2.3198
H -0.6781 -0.4634 5.2886
H 1.0843 -0.3297 7.0192
H -3.9937 -0.8274 3.3560
H -5.7708 -0.7307 1.6366
H -5.1504 -0.6400 -0.7532
H -2.8031 -0.6418 -1.4218
C 3.8231 -2.6948 -0.6886
C 2.4399 -2.2447 -0.3507
N 2.0485 -1.0153 -0.4379
O 2.9710 -0.0812 -0.8833
C 1.4711 -3.1910 0.1286
C 1.8111 -4.6401 0.3189
N 0.2596 -2.7593 0.3880
O -0.6465 -3.4719 0.8756
H 4.3510 -1.8972 -1.2056
H 3.7889 -3.5867 -1.3102
H 4.3690 -2.9416 0.2223
H 2.4724 0.7452 -0.9783
H 2.7139 -4.7591 0.9129
H 1.9656 -5.1302 -0.6423
H 0.9811 -5.1219 0.8322
C -1.1844 2.2190 0.4361
C -0.7066 3.6406 0.3913
C -0.3245 4.2133 -0.8166
C 0.0932 5.5323 -0.8627
C 0.1607 6.2827 0.3011
C -0.1966 5.7108 1.5109
C -0.6207 4.3939 1.5563
H -1.8861 2.0639 1.2609
H -1.6915 1.9523 -0.4925
H -0.3742 3.6204 -1.7195
H 0.3581 5.9845 -1.8080
H 0.4748 7.3152 0.2637
H -0.1489 6.2902 2.4218
H -0.9051 3.9509 2.5010
C -2.6786 -0.7339 -6.4252
C -1.3405 -0.6160 -5.7702
C -0.1421 -0.8158 -6.4600
C 1.0235 -0.6905 -5.7185
N 1.0224 -0.3644 -4.4414
C -0.1662 -0.1475 -3.8781
S -0.1850 0.5317 -2.2952
N -1.3396 -0.2928 -4.4877
H -2.5914 -0.6967 -7.5081
H -3.3241 0.0692 -6.0780
H -3.1416 -1.6763 -6.1350
H -0.1249 -1.0564 -7.5115
H 2.0030 -0.8339 -6.1616
N 1.0876 1.4676 1.1463
C -0.0351 1.2547 0.6547
H 1.3920 2.3723 1.4985
*
```


DFT (ωB97M-V/def2-TZVPD) results for a structure of composition C29H29N2O3PRuS2 at a distorted geometry.

Properties
- frontier orbital gap (spin up / spin down) (eV) = 6.4 / 6.9
- expectation value of S² = 6.04
- electronic energy (eV) = -73191.2871
- LUMO (spin up / spin down) (eV) = -5.8 / -6.9
- ΔE to the lowest compared entry with this formula, charge and spin (kcal per mole) = 45.6

```
! wB97M-V def2-TZVPD RIJCOSX def2/J DEFGRID3
* xyz 2 5
Ru -0.6561 -0.4267 -0.1819
O 4.2014 0.5840 -0.6873
S 3.4072 1.3518 0.1855
O 3.5735 1.3340 1.5898
O 1.7586 0.8499 -0.0450
C 3.1284 3.0230 -0.3643
C 4.1200 3.9056 -0.7351
C 3.7601 5.2253 -0.9967
C 2.4356 5.6275 -0.8902
C 1.4410 4.7263 -0.5346
C 1.8006 3.4127 -0.2551
P 0.7059 2.0289 0.1648
C -0.4158 1.7060 -1.2250
C -1.7906 1.3922 -1.0834
C -2.5157 1.0173 -2.2306
C -1.9016 0.9466 -3.4658
C -0.5421 1.2485 -3.5935
C 0.2019 1.6001 -2.4872
C 0.3074 2.0594 1.9457
C 1.1547 2.8049 2.7649
C 1.0344 2.7117 4.1417
C 0.0789 1.8846 4.7095
C -0.7756 1.1597 3.8939
C -0.6666 1.2425 2.5162
H 5.1416 3.5737 -0.8296
H 4.5237 5.9431 -1.2585
H 2.1676 6.6537 -1.0872
H 0.4117 5.0388 -0.4474
H -2.3268 1.6983 -0.1845
H -3.5697 0.7995 -2.1340
H -2.4717 0.6703 -4.3410
H -0.0712 1.2056 -4.5624
H 1.2527 1.8375 -2.5868
H 1.9061 3.4516 2.3362
H 1.6946 3.2829 4.7760
H 0.0004 1.8090 5.7841
H -1.5220 0.5164 4.3305
H -1.3435 0.6601 1.8882
S -2.9494 -1.0968 0.8709
C -4.5236 -0.6009 0.3957
N -5.0852 0.4624 0.9574
C -6.4822 0.8174 0.7601
C -6.9413 0.3437 -0.6127
C -6.5846 -1.1258 -0.7966
N -5.1748 -1.3163 -0.5068
H -4.5915 0.9262 1.7051
H -6.5816 1.9016 0.8447
H -7.0872 0.3521 1.5448
H -6.4630 0.9375 -1.3909
H -8.0168 0.4725 -0.6998
H -6.7808 -1.4459 -1.8215
H -7.1738 -1.7511 -0.1186
H -4.7241 -2.1469 -0.8610
C -0.2738 -2.7616 -0.6701
C 0.6993 -2.2849 0.2473
C 2.0801 -2.1556 -0.0981
C 3.0057 -1.7166 0.8211
C 2.6080 -1.3102 2.0938
C 1.2749 -1.4276 2.4727
C 0.3292 -1.9313 1.5951
H -1.1759 -3.2303 -0.2823
H 0.0575 -3.0984 -1.6470
H 2.4060 -2.4670 -1.0793
H 4.0512 -1.6817 0.5562
H 3.3307 -0.9174 2.7881
H 0.9841 -1.1698 3.4813
H -0.6617 -2.2069 1.9590
*
```


DFT (ωB97M-V/def2-TZVPD) results for a structure of composition C29H29NO3RhSb2 at a distorted geometry.

Properties
- frontier orbital gap (spin up / spin down) (eV) = 7.2 / 7.2
- electronic energy (eV) = -54248.6660
- LUMO (spin up / spin down) (eV) = -4.4 / -4.4
- ΔE to the lowest compared entry with this formula, charge and spin (kcal per mole) = 0.0

```
! wB97M-V def2-TZVPD RIJCOSX def2/J DEFGRID3
* xyz 1 1
Rh -1.7195 -0.2680 -1.2582
C 0.4188 -1.3252 1.9628
C 1.7429 -0.5897 1.7488
C 1.8263 0.2494 0.4709
Sb 0.8155 -0.4875 -1.2568
C 1.3492 -2.5040 -1.3360
C 0.4165 -3.4980 -1.6153
C 0.8216 -4.8276 -1.6286
C 2.1429 -5.1560 -1.3648
C 3.0733 -4.1612 -1.0909
C 2.6803 -2.8306 -1.0768
C 2.0532 0.3576 -2.7337
C 2.3903 -0.4069 -3.8480
C 3.2370 0.1208 -4.8146
C 3.7492 1.4009 -4.6661
C 3.4242 2.1597 -3.5496
C 2.5767 1.6404 -2.5815
Sb -1.3745 -0.2945 1.4167
C -0.9274 1.7757 1.6679
C -1.6487 2.6805 0.8929
C -1.4289 4.0483 1.0136
C -0.4875 4.5215 1.9138
C 0.2195 3.6296 2.7096
C -0.0036 2.2650 2.5923
C -2.7197 -0.4249 3.0177
C -4.0526 -0.7544 2.7923
C -4.9372 -0.7699 3.8632
C -4.4881 -0.4678 5.1392
C -3.1543 -0.1472 5.3584
C -2.2621 -0.1252 4.2972
H 0.3084 -1.7062 2.9776
H 0.3937 -2.2000 1.3062
H 2.5301 -1.3466 1.7406
H 1.9636 0.0630 2.5942
H 2.8585 0.4228 0.1653
H 1.3740 1.2276 0.6409
H -0.6137 -3.2493 -1.8343
H 0.1017 -5.6042 -1.8505
H 2.4523 -6.1927 -1.3769
H 4.1048 -4.4205 -0.8920
H 3.4140 -2.0580 -0.8745
H 2.0025 -1.4120 -3.9666
H 3.4981 -0.4714 -5.6816
H 4.4100 1.8084 -5.4196
H 3.8344 3.1539 -3.4304
H 2.3390 2.2383 -1.7081
H -2.4149 2.3265 0.2098
H -2.0020 4.7429 0.4126
H -0.3164 5.5857 2.0085
H 0.9387 3.9968 3.4301
H 0.5486 1.5885 3.2335
H -4.4055 -0.9940 1.7964
H -5.9763 -1.0212 3.6976
H -5.1798 -0.4831 5.9708
H -2.8086 0.0870 6.3565
H -1.2242 0.1314 4.4757
O -2.3315 -1.7923 -2.6361
N -3.4677 -1.9229 -2.1149
O -3.6559 -1.0618 -1.2100
C -0.6714 2.3640 -2.5949
C -1.7142 1.2908 -2.5041
O -2.7519 1.2584 -3.0601
H -1.1627 3.2631 -2.9617
H 0.0878 2.0334 -3.3035
H -0.1965 2.5433 -1.6333
*
```


DFT (ωB97M-V/def2-TZVPD) results for a structure of composition C29H30AsN4O12SV at a distorted geometry.

Properties
- frontier orbital gap (spin up / spin down) (eV) = 7.6 / 8.0
- expectation value of S² = 2.01
- electronic energy (eV) = -158453.8181
- LUMO (spin up / spin down) (eV) = -0.8 / -0.6
- ΔE to the lowest compared entry with this formula, charge and spin (kcal per mole) = 0.0

```
! wB97M-V def2-TZVPD RIJCOSX def2/J DEFGRID3
* xyz 0 3
V 1.1345 -0.2025 0.7992
O 0.6317 1.8783 1.5071
C 0.0100 3.1515 1.1820
C -1.4892 3.1134 1.3354
C -2.1782 2.0355 0.5170
C -2.0794 2.2822 -0.9647
C -3.2267 2.5535 -1.7090
C -3.1227 2.8060 -3.0641
C -1.8668 2.7941 -3.6492
C -0.7773 2.5219 -2.8362
N -0.8648 2.2651 -1.5311
H 1.5050 2.1262 1.8889
H 0.2998 3.4712 0.1796
H 0.4086 3.8657 1.9025
H -1.8855 4.0934 1.0518
H -1.7167 2.9514 2.3918
H -3.2321 1.9815 0.7923
H -1.7200 1.0825 0.7728
H -4.1935 2.5518 -1.2211
H -4.0068 3.0136 -3.6543
H -1.7303 3.0027 -4.7020
H 0.2270 2.5157 -3.2554
O 2.4683 -2.6326 3.5957
As 0.8631 -3.1628 2.9902
O 0.0365 -3.3447 4.3825
O 0.5829 -0.7506 2.4109
C 0.5526 -0.0810 3.6115
C -0.5742 -0.1096 4.4009
C -0.5488 0.5471 5.6222
C 0.5979 1.1983 6.0630
C 1.7353 1.2040 5.2750
C 1.7112 0.5600 4.0418
S 3.1445 0.7819 3.0160
O 4.3257 0.4372 3.7392
O 3.0409 2.1905 2.6038
O 2.9686 -0.0625 1.7651
H 3.0523 -2.3468 2.8812
H -1.4390 -0.6585 4.0518
H -1.4345 0.5395 6.2453
H 0.6086 1.6900 7.0271
H 2.6394 1.7023 5.6018
C 2.7661 -4.1190 -0.5106
C 2.1451 -2.7771 -0.7557
O 1.8346 -2.0613 0.2045
N 1.9559 -2.4052 -2.0251
C 1.3837 -1.1178 -2.4360
C 2.2733 0.0646 -2.1463
C 3.1309 0.5399 -3.1205
C 3.9444 1.6281 -2.8497
C 3.8713 2.2089 -1.5997
C 3.0012 1.6762 -0.6700
N 2.2068 0.6221 -0.9228
H 2.5284 -4.4336 0.5005
H 3.8510 -4.0330 -0.6015
H 2.4129 -4.8626 -1.2243
H 2.3072 -3.0227 -2.7378
H 0.4361 -0.9855 -1.9274
H 1.2098 -1.1759 -3.5075
H 3.1547 0.0517 -4.0864
H 4.6227 2.0098 -3.6024
H 4.4834 3.0556 -1.3238
H 2.9562 2.0960 0.3278
O -1.7300 -1.8990 1.3140
C -1.4977 -1.4752 0.2080
O -0.5168 -0.6722 -0.1495
C -2.3866 -1.8893 -0.9522
C -2.2209 -1.3265 -2.2118
C -3.0175 -1.7254 -3.2743
C -3.9793 -2.6817 -3.0354
C -4.1861 -3.2459 -1.7932
C -3.3764 -2.8403 -0.7433
N -4.8422 -3.1149 -4.1723
O -5.7537 -3.8732 -3.9277
O -4.5767 -2.6794 -5.2731
H -1.4852 -0.5484 -2.3570
H -2.9074 -1.3066 -4.2644
H -4.9641 -3.9838 -1.6608
H -3.4930 -3.2542 0.2491
*
```


DFT (ωB97M-V/def2-TZVPD) results for a cluster of 2 separate species, C29H30BrN3O2 in total at a distorted geometry.

Properties
- frontier orbital gap (eV) = 6.3
- electronic energy (eV) = -109162.5909
- LUMO (eV) = -1.3

```
! wB97M-V def2-TZVPD RIJCOSX def2/J DEFGRID3
* xyz 0 1
C -1.7908 6.0517 0.9403
C -1.0490 4.7610 1.0577
C -1.4809 3.6564 0.3281
C -0.8450 2.4168 0.4488
C -1.2888 1.2758 -0.3789
C 0.1945 2.2839 1.3889
N 0.7635 1.0048 1.5359
C 0.7931 0.0817 0.5385
N 1.6991 -0.8556 0.9239
C 2.3010 -1.8697 0.1137
C 3.0775 -1.4945 -0.9867
C 3.2842 -0.0559 -1.3252
C 3.7188 -2.4952 -1.7262
C 3.5829 -3.8418 -1.3891
C 4.2286 -4.8904 -2.2412
C 2.8352 -4.1843 -0.2599
C 2.1925 -3.2086 0.5135
C 1.3626 -3.5934 1.6869
C 2.1470 -0.5703 2.2382
C 1.5304 0.5404 2.6263
C 0.7462 3.4187 2.0223
C 2.0690 3.4196 2.7102
C 0.0800 4.6408 1.8713
H -1.2781 6.8451 1.4895
H -1.8909 6.3573 -0.1073
H -2.8081 5.9547 1.3385
H -2.3185 3.7569 -0.3561
H -0.4318 0.5100 -0.5488
H -2.1089 0.7279 0.1072
H -1.6740 1.6294 -1.3418
H 3.6722 -0.0033 -2.3487
H 2.3608 0.5351 -1.2690
H 4.0362 0.4198 -0.6752
H 4.3370 -2.2092 -2.5746
H 3.9761 -5.8916 -1.8828
H 3.8937 -4.8033 -3.2819
H 5.3224 -4.8025 -2.2545
H 2.7367 -5.2318 0.0281
H 1.3648 -4.6866 1.7553
H 1.7436 -3.1989 2.6373
H 0.3114 -3.2914 1.5873
H 2.8926 -1.1896 2.7116
H 1.5701 1.0728 3.5563
H 2.3357 4.4693 2.8766
H 2.0695 2.9465 3.6997
H 2.8685 2.9768 2.1016
H 0.4843 5.5233 2.3723
Br -4.6507 2.0955 -4.7961
C -4.2072 0.8129 -3.4851
C -3.2010 -0.1352 -3.7432
C -2.8132 -1.0124 -2.7402
C -3.3927 -0.9545 -1.4437
C -2.8449 -1.7083 -0.3338
C -3.4255 -1.8137 0.9116
N -2.8768 -2.7184 1.8207
O -3.4134 -3.0295 2.9145
O -1.7770 -3.2357 1.4399
C -4.4708 -0.0534 -1.2448
C -4.8581 0.8359 -2.2446
H -2.7385 -0.1766 -4.7280
H -2.0378 -1.7572 -2.9205
H -1.9376 -2.2853 -0.5466
H -4.3272 -1.2780 1.2232
H -4.9785 -0.0380 -0.2811
H -5.6661 1.5431 -2.0604
*
```